[1]
{"formula": "C3H5N2", "method": "ωB97M-V with the def2-TZVPD basis set", "total_charge": 1, "energy_ev": -6159.6666, "e_above_lowest_kj_mol": 600.7, "homo_ev": -16.36, "max_force_ev_per_a": 4.80, "orbital_gap_ev": 11.55, "species": ["C", "C", "C", "N", "N", "H", "H", "H", "H", "H"], "positions_angstrom": [[-0.24097, -0.08164, 1.09742], [0.66873, 0.23708, -0.01637], [-0.55616, -0.59502, -0.31509], [-0.29515, 0.72799, -0.95666], [0.84599, -0.99660, -0.72428], [0.26436, -0.58718, 1.96920], [-0.85930, 0.59360, 1.63814], [-0.91344, 1.57387, -0.59376], [-0.05103, 0.85653, -2.03913], [1.13697, -1.72864, -0.05949]], "nbo_charge": [-0.43, 0.26, 0.27, -0.57, -0.50, 0.31, 0.28, 0.48, 0.51, 0.41]}

[2]
{"formula": "C5H11BrN2", "method": "ωB97M-V with the def2-TZVPD basis set", "energy_ev": -78380.9140, "e_above_lowest_kj_mol": 124.9, "homo_ev": [-8.70, -8.37], "max_force_ev_per_a": 4.74, "orbital_gap_ev": [8.58, 8.28], "species": ["C", "C", "C", "C", "C", "N", "N", "Br", "H", "H", "H", "H", "H", "H", "H", "H", "H", "H", "H"], "positions_angstrom": [[0.25664, 0.04851, 0.10753], [1.76965, 1.13393, -1.71213], [-0.74259, 0.95048, -1.91559], [-1.34286, -1.49726, 3.12638], [0.49213, 1.15624, -0.93062], [-0.07988, 0.23192, 1.26106], [-0.12977, -1.62132, 2.29263], [-0.07956, -2.95618, 1.13507], [0.70015, -0.94039, -0.40426], [1.89951, 1.97072, -2.47685], [2.72254, 1.10984, -1.10470], [1.70930, 0.25869, -2.41127], [-0.96562, 1.80732, -2.62876], [-0.37628, 0.00339, -2.58685], [-1.58152, 0.59340, -1.35087], [-1.77977, -0.61585, 2.84702], [-1.93086, -2.36532, 3.04959], [-0.89501, -1.37188, 4.11884], [0.35380, 2.10375, -0.41622]], "nbo_charge": [0.02, -0.62, -0.60, -0.46, -0.27, -0.22, -0.43, 0.24, 0.19, 0.23, 0.23, 0.21, 0.23, 0.19, 0.22, 0.22, 0.20, 0.21, 0.22]}

[3]
{"formula": "C2H2O3", "method": "ωB97M-V with the def2-TZVPD basis set", "energy_ev": -8244.7554, "e_above_lowest_kj_mol": 32.9, "homo_ev": [-7.64, -12.50], "max_force_ev_per_a": 3.35, "multiplicity": 3, "orbital_gap_ev": [8.21, 11.55], "species": ["C", "C", "O", "O", "O", "H", "H"], "positions_angstrom": [[-2.13596, 0.71712, 1.98998], [0.13307, 0.82089, 0.58526], [-1.91505, 1.49694, 2.81699], [-2.57212, -0.04783, 1.25361], [-0.20782, 0.71177, -0.67199], [0.54829, -0.12394, 1.12046], [0.03758, -0.02043, -1.26819]], "nbo_charge": [1.01, 0.11, -0.52, -0.52, -0.74, 0.14, 0.52]}

[4]
{"formula": "C26H38BCuN2O7P2", "method": "ωB97M-V with the def2-TZVPD basis set", "total_charge": -2, "energy_ev": -108797.3923, "e_above_lowest_kj_mol": 0.0, "homo_ev": -1.11, "max_force_ev_per_a": 0.77, "orbital_gap_ev": 5.56, "species": ["Cu", "O", "P", "O", "O", "O", "P", "O", "O", "O", "H", "H", "C", "C", "C", "C", "C", "C", "C", "C", "C", "C", "C", "C", "N", "B", "N", "C", "C", "C", "C", "C", "C", "C", "C", "C", "C", "C", "C", "C", "C", "H", "H", "H", "H", "H", "H", "H", "H", "H", "H", "H", "H", "H", "H", "H", "H", "H", "H", "H", "H", "H", "H", "H", "H", "H", "H", "H", "H", "H", "H", "H", "H", "H", "H", "H", "H"], "positions_angstrom": [[1.62807, -0.16135, -1.12844], [4.13797, 1.15621, -4.09279], [3.21134, 1.72363, -2.89692], [3.34671, 3.19513, -2.82542], [3.36784, 0.89305, -1.64981], [1.72224, 1.33536, -3.51287], [1.38182, -0.16366, -4.05523], [-0.22560, -0.05084, -4.20612], [2.02454, -0.30904, -5.39835], [1.66766, -1.17263, -2.98497], [3.65742, 0.56299, -4.69208], [-0.42021, 0.49562, -4.96985], [-2.26715, -3.81718, 0.08680], [-1.32312, -2.83073, -0.60214], [-0.27367, -3.55410, -1.44552], [-2.08532, -1.82093, -1.43609], [-2.83089, -2.26455, -2.52356], [-3.53292, -1.37382, -3.31550], [-3.46812, -0.02006, -3.03378], [-2.72150, 0.46903, -1.96446], [-2.67601, 1.98233, -1.79742], [-3.72585, 2.49246, -0.80359], [-1.30428, 2.58330, -1.49071], [-2.05514, -0.45221, -1.14667], [-1.34638, -0.01714, 0.00503], [0.11508, 0.09590, 0.18360], [0.13777, 0.51555, 1.60364], [-1.14120, 0.51190, 2.16253], [-2.03041, 0.21329, 1.19608], [1.28933, 0.51149, 2.43715], [2.00734, 1.68621, 2.70805], [3.13972, 1.58316, 3.51316], [3.56415, 0.37026, 4.03167], [2.84978, -0.77902, 3.74334], [1.71124, -0.72216, 2.94617], [0.99249, -2.00431, 2.57158], [1.87152, -2.87091, 1.66995], [0.51347, -2.77464, 3.80168], [1.64755, 3.06886, 2.18458], [1.90631, 3.24147, 0.68940], [0.23213, 3.51350, 2.56191], [-1.70592, -4.47178, 0.75926], [-2.77914, -4.45105, -0.64339], [-3.02717, -3.29652, 0.67311], [-0.79071, -2.27893, 0.17341], [-0.75049, -4.17531, -2.21087], [0.33236, -4.20819, -0.81213], [0.38972, -2.84337, -1.94092], [-2.84285, -3.32182, -2.76182], [-4.09846, -1.72785, -4.16973], [-3.97738, 0.68927, -3.67819], [-2.96667, 2.36610, -2.78187], [-3.40333, 2.30696, 0.22257], [-4.69295, 2.00657, -0.95561], [-3.86196, 3.57125, -0.92010], [-1.05274, 2.48232, -0.43669], [-1.31521, 3.65046, -1.73149], [-0.50795, 2.11145, -2.06717], [-1.32200, 0.75494, 3.19853], [-3.10531, 0.14039, 1.26596], [3.70966, 2.48312, 3.71659], [4.46022, 0.32124, 4.63973], [3.18990, -1.73656, 4.12243], [0.11241, -1.73170, 1.98911], [2.77609, -3.19778, 2.19158], [2.16656, -2.31025, 0.78151], [1.32569, -3.76150, 1.34498], [1.35557, -3.12994, 4.40301], [-0.07326, -3.64616, 3.50052], [-0.11224, -2.14619, 4.43843], [2.33458, 3.74464, 2.70846], [1.22019, 2.63989, 0.09612], [2.90592, 2.92558, 0.39703], [1.78554, 4.29002, 0.40559], [-0.52112, 2.95328, 2.00993], [0.10844, 4.57196, 2.31720], [0.03828, 3.38408, 3.63088]], "mulliken_charge": [-1.91, -0.59, 0.77, -0.79, -0.53, -0.14, 0.44, -0.27, -0.91, -0.46, 0.36, 0.22, -1.90, 2.08, -1.51, 0.69, -0.38, -1.40, -0.89, 0.70, 0.45, -1.58, -0.67, -0.39, 0.64, 2.62, 0.57, -1.04, -0.62, -0.43, 0.66, -1.21, -1.34, -0.48, 0.60, 2.37, -1.25, -1.86, 0.74, -0.88, -1.41, 0.40, 0.37, 0.40, -0.71, 0.38, 0.37, 0.12, 0.31, 0.33, 0.34, 0.67, 0.26, 0.35, 0.42, -0.28, 0.62, -0.11, 0.38, 0.55, 0.34, 0.34, 0.31, -0.79, 0.43, 0.02, 0.30, 0.33, 0.41, 0.39, 0.42, -0.40, 0.30, 0.51, 0.04, 0.45, 0.33]}

[5]
{"formula": "C3H4S", "method": "ωB97M-V with the def2-TZVPD basis set", "energy_ev": -14005.6918, "e_above_lowest_kj_mol": 375.1, "homo_ev": -8.42, "max_force_ev_per_a": 4.77, "orbital_gap_ev": 7.79, "species": ["C", "C", "C", "S", "H", "H", "H", "H"], "positions_angstrom": [[-1.32578, -0.22643, -0.07271], [-0.47300, 0.75131, -0.11087], [1.52686, -0.07906, 0.08193], [3.20426, -0.06763, -0.11973], [-2.47648, -0.09905, 0.04485], [-0.90222, -1.10216, -0.39507], [-0.47411, 1.81921, 0.26618], [0.92047, -0.99620, 0.30542]], "nbo_charge": [-0.48, -0.11, -0.29, 0.07, 0.24, 0.21, 0.22, 0.15]}

[6]
{"formula": "C3H8N4", "method": "ωB97M-V with the def2-TZVPD basis set", "energy_ev": -9197.0662, "e_above_lowest_kj_mol": 440.7, "homo_ev": -8.72, "max_force_ev_per_a": 4.69, "orbital_gap_ev": 9.57, "species": ["C", "C", "C", "H", "H", "H", "H", "H", "H", "H", "H", "N", "N", "N", "N"], "positions_angstrom": [[1.24841, 0.21417, -0.11104], [-1.27760, 1.05050, 0.00092], [-1.31375, -0.56875, -0.32437], [3.01447, -0.62359, -0.29920], [0.80354, 1.98470, 0.42367], [-1.75053, 1.69612, -0.99680], [-1.68857, 1.39032, 1.03981], [-1.05543, -0.56548, -1.39661], [-2.37457, -0.83581, -0.07199], [-0.35238, -1.00137, 1.55718], [1.45610, -1.83657, -0.08990], [2.53029, 0.43280, 0.07671], [0.27149, 1.20097, 0.07286], [-0.35094, -1.41649, 0.53304], [0.83946, -1.12153, -0.41428]], "nbo_charge": [0.54, -0.22, -0.25, 0.31, 0.41, 0.22, 0.21, 0.23, 0.20, 0.35, 0.38, -0.73, -0.67, -0.48, -0.49]}